38
Properties=species:S:1:pos:R:3 method="wB97M-V/def2-TZVPD" charge=+1 e_lumo_ev=-2.630 energy_ev=-19835.7577 e_above_lowest_kcal_mol=121.1
C -0.75958 0.07178 2.99473
C -0.58564 0.40726 1.47619
C -1.75215 1.19410 0.93097
C -1.37935 1.90381 -0.40930
C -0.49057 2.95672 -0.29053
N 0.12403 3.66508 -1.28993
C -1.57332 1.26583 -1.65637
N -0.41779 -0.85615 0.71579
H -0.11412 -0.31608 3.81172
H -1.64020 -0.42434 3.07578
H -1.01352 1.10285 3.46058
H 0.36039 0.89114 1.50812
H -2.57292 0.53129 0.82538
H -2.14537 2.18249 1.39145
H -0.19623 3.12619 0.85786
H 0.60439 4.56621 -1.08619
H -0.24844 3.95340 -2.16839
H -2.10454 1.75713 -2.37201
H -0.71136 0.91112 -2.23714
H -2.23291 0.42678 -1.84222
H -0.75418 -0.79374 -0.36626
H -1.12191 -1.43260 1.21430
H 0.56342 -1.20316 0.62268
H 2.02911 -0.59812 -1.02721
H 1.36317 -0.08274 -2.47945
O 1.59822 0.11404 -1.48782
H 0.97170 -2.88686 2.31402
H 0.28433 -3.98191 1.62482
O 0.25067 -3.03539 1.80682
H 3.38365 -2.05218 1.56106
H 3.02084 -1.86332 3.00399
O 2.81033 -2.36425 2.30693
H 0.90788 -2.96224 -2.53462
H 1.01361 -3.75232 -1.16261
O 0.70185 -2.95159 -1.61258
H 1.21244 0.00671 -4.39701
H 0.10586 0.69705 -3.39949
O 0.50823 -0.17397 -3.68406


137
Properties=species:S:1:pos:R:3 method="wB97M-V/def2-TZVPD" smiles="O=C1CCCO1.O=C1CCCO1.O=C1CCCO1.O=C1CCCO1.O=C1CCCO1.O=C1CCCO1.C1CCOC1.C1CCOC1.C1CCOC1.C1CCOC1.C1CCOC1" e_lumo_ev=0.131 energy_ev=-81663.5649
C 1.63735 -0.86864 0.47943
C 2.04650 -0.05512 -0.72445
C 1.29567 1.26359 -0.48822
O 0.20929 0.96824 0.35352
C 0.72417 0.03374 1.27500
H 2.48781 -1.24998 1.04459
H 1.05120 -1.71968 0.13262
H 1.73236 -0.60989 -1.60855
H 3.11990 0.13270 -0.69885
H 0.98494 1.77825 -1.39744
H 1.92626 2.06121 -0.09544
H -0.13486 -0.43026 1.75965
H 1.23583 0.52945 2.09997
C -5.20794 5.16548 -3.92501
C -6.29689 5.24778 -4.97197
C -5.71906 4.53723 -6.24628
O -4.32696 4.45690 -5.94468
C -4.21516 4.20205 -4.54373
H -5.55746 4.81676 -2.95325
H -4.74895 6.15072 -3.84295
H -6.60012 6.28373 -5.12351
H -7.23942 4.75954 -4.72425
H -5.75214 5.17876 -7.12687
H -6.12516 3.53331 -6.37014
H -3.21254 4.50360 -4.24055
H -4.26484 3.13989 -4.30403
C -4.58076 -8.70745 0.29530
C -6.01985 -9.07889 -0.10422
C -6.64162 -7.67792 -0.19937
O -5.62569 -6.78661 -0.74532
C -4.35447 -7.26378 -0.27382
H -3.82005 -9.39801 -0.06875
H -4.43760 -8.67022 1.37521
H -6.36760 -9.75416 0.67756
H -6.13345 -9.58231 -1.06430
H -6.94576 -7.43291 0.81826
H -7.58816 -7.61664 -0.73641
H -3.91706 -6.65475 0.51729
H -3.69798 -7.26225 -1.14395
C -6.62463 -1.64942 3.72180
C -7.75057 -1.99830 4.69429
C -8.34721 -0.65100 5.11046
O -7.21040 0.21604 5.03519
C -6.40996 -0.13827 3.88206
H -6.85888 -1.98092 2.71020
H -5.72259 -2.19619 3.99651
H -7.33302 -2.51169 5.56043
H -8.47481 -2.65486 4.21211
H -8.72431 -0.63804 6.13307
H -9.05856 -0.26791 4.37880
H -5.39384 0.15555 4.14525
H -6.72794 0.45909 3.02758
C 4.59340 4.02536 -5.93137
C 5.54615 4.65757 -4.93402
C 4.81120 5.91304 -4.43890
O 3.48594 5.72049 -4.94476
C 3.52762 5.06259 -6.22990
H 4.12468 3.16068 -5.46156
H 5.06986 3.69921 -6.85588
H 6.41894 5.06488 -5.44437
H 5.95913 4.00811 -4.16218
H 5.16976 6.89291 -4.75415
H 4.80349 5.89861 -3.34901
H 3.75379 5.78616 -7.01310
H 2.53873 4.62919 -6.37937
O 2.72104 -8.11572 1.45669
C 3.64893 -7.83622 2.24767
O 4.45630 -6.73674 2.01835
C 5.53490 -6.70545 2.90834
C 5.60890 -8.07829 3.57911
C 4.24490 -8.69442 3.37325
H 5.48316 -5.92757 3.67013
H 6.44419 -6.54535 2.32897
H 5.94443 -8.04130 4.61552
H 6.39129 -8.71506 3.16621
H 3.73640 -8.47665 4.31245
H 4.22952 -9.72805 3.02757
O 0.81041 3.94550 7.64732
C -0.28030 4.24252 8.19105
O -1.49223 4.13048 7.56887
C -2.60135 4.29978 8.45066
C -1.92642 4.47078 9.82581
C -0.50070 4.86045 9.54653
H -3.23735 3.41494 8.42493
H -3.19347 5.17413 8.18043
H -1.91169 3.58948 10.46705
H -2.52134 5.26151 10.28290
H 0.26814 4.49228 10.22582
H -0.36519 5.92338 9.34678
O -2.88303 -1.37487 -9.00202
C -2.97006 -1.82275 -7.85705
O -4.18586 -1.97830 -7.19562
C -4.08938 -2.49758 -5.89673
C -2.52632 -2.42859 -5.58435
C -1.87681 -2.38061 -6.94528
H -4.44785 -3.51868 -6.02697
H -4.64526 -1.90991 -5.16615
H -2.19158 -3.22483 -4.91948
H -2.31226 -1.55675 -4.96616
H -1.76546 -3.40685 -7.29534
H -0.96371 -1.79735 -7.06426
O 0.88281 10.01613 0.75347
C 0.36133 9.10478 1.35303
O -0.30849 9.32226 2.50573
C -0.76023 8.12858 3.14653
C -0.81175 7.16917 1.94056
C 0.40497 7.61683 1.08381
H -1.73660 8.28105 3.60647
H -0.01654 7.86040 3.89693
H -1.79067 7.20437 1.46245
H -0.66088 6.16060 2.32543
H 0.35977 7.46343 0.00560
H 1.39531 7.24757 1.35022
O 7.41674 -6.09875 -3.25169
C 6.54077 -5.81940 -4.07411
O 6.01896 -6.75884 -4.89562
C 5.10716 -6.17694 -5.78272
C 5.42983 -4.70713 -5.76515
C 5.90897 -4.49099 -4.34325
H 4.12230 -6.31354 -5.33607
H 5.22310 -6.57774 -6.78970
H 4.65344 -4.02249 -6.10658
H 6.29553 -4.55247 -6.40917
H 5.18537 -4.30750 -3.54900
H 6.74138 -3.79254 -4.25743
O 7.21194 0.19166 2.26984
C 7.07795 1.17707 2.94502
O 7.24980 2.35809 2.40212
C 6.96332 3.41224 3.30486
C 7.08241 2.75657 4.68171
C 6.67350 1.37018 4.40789
H 5.95481 3.79442 3.14696
H 7.74389 4.16887 3.22536
H 6.49927 3.32486 5.40635
H 8.15102 2.68628 4.88478
H 5.59921 1.28762 4.57275
H 7.11008 0.62145 5.06887


58
Properties=species:S:1:pos:R:3 method="wB97M-V/def2-TZVPD" e_lumo_ev="-2.965 / -8.109" s2=0.758 multiplicity=2 energy_ev=-52403.9386 e_above_lowest_kcal_mol=28.3
O -1.62778 2.29832 -1.51371
C -0.69564 1.67165 -0.97596
O -0.79109 0.93895 0.08286
B 0.46733 0.35705 0.47580
O 1.40304 0.93341 -0.55544
C 0.75839 1.63251 -1.45026
O 1.22542 2.25232 -2.45562
O 0.50554 -1.04610 0.46374
C 0.73934 -1.53497 1.72923
O 0.73425 -2.72876 2.01918
C 0.79795 -0.39671 2.66356
O 0.81375 0.68074 1.89992
O 0.89847 -0.47166 3.90961
O 3.06528 2.10504 -5.37363
H 3.11934 1.74148 -6.25744
H 2.12818 2.12581 -5.17957
O -0.27444 4.74578 -2.46835
H -1.09118 5.14551 -2.76732
H -0.41401 3.80501 -2.57654
O -3.02355 4.24724 0.30840
H -2.93813 4.04854 1.24084
H -2.26582 3.82582 -0.09718
O 1.39522 -1.01285 6.97356
H 2.03996 -1.70465 6.82538
H 1.03542 -0.83020 6.10557
O -0.79891 -3.53636 -0.66797
H -0.58309 -4.39301 -0.29946
H -0.81374 -2.94740 0.08645
O 2.53675 4.86767 -2.83671
H 1.60680 4.73760 -2.65094
H 2.93235 5.02883 -1.98012
O -0.04364 0.12756 -4.60983
H 0.32256 0.82128 -5.15835
H -0.26765 0.56440 -3.78811
O -2.44987 -3.12484 1.72778
H -3.10833 -3.61613 2.21900
H -1.80456 -2.86482 2.38520
O 4.07946 2.38379 -1.57499
H 3.73679 2.15577 -0.71080
H 3.34964 2.81943 -2.01524
O 1.54851 -4.45864 3.91053
H 1.61554 -3.95205 3.10115
H 1.94419 -3.89810 4.57796
O 2.83093 -3.68725 0.16699
H 1.91936 -3.47364 -0.03214
H 2.77679 -4.37955 0.82579
O -2.70904 0.95043 3.38630
H -1.78026 0.99661 3.15943
H -3.10421 0.44257 2.67767
O -4.07044 1.54651 -3.47685
H -3.82705 1.69801 -2.56359
H -3.74979 0.66502 -3.66760
O -3.28669 -0.23574 1.16552
H -3.91361 0.16367 0.56247
H -2.50638 -0.39007 0.63304
O 0.00952 -5.77538 0.48454
H -0.03401 -5.41215 1.36908
H -0.36315 -6.65319 0.56696